A structure of composition C11H26AlBBrCl5CsI2O2P. Source: the OMol25 dataset; level of theory: ωB97M-V/def2-TZVPD.

Maximum force (eV/Å): 10.93

```
! RIJCOSX wB97M-V def2-TZVPD def2/J DEFGRID3
* xyz 0 1
C 2.605 -1.895 0.708
C 3.341 -0.572 1.250
C 2.304 0.455 1.979
C 1.540 1.325 0.866
C 0.059 1.680 1.482
C -1.055 1.613 0.309
C -1.934 0.241 0.281
C -3.221 0.215 1.283
B -4.001 -1.218 1.017
I -4.725 -1.786 -1.012
P -4.385 -2.528 2.374
O -3.659 -3.979 1.738
I -3.207 -2.040 4.480
H 2.100 -1.768 -0.324
H 1.815 -2.266 1.462
H 3.421 -2.706 0.584
H 3.907 -0.012 0.413
H 4.139 -0.864 2.064
H 1.558 -0.213 2.550
H 2.880 1.168 2.660
H 1.491 0.705 -0.110
H 2.123 2.318 0.751
H -0.196 1.040 2.395
H 0.157 2.771 1.867
H -0.487 1.714 -0.699
H -1.697 2.586 0.414
H -2.360 0.154 -0.797
H -1.329 -0.711 0.485
H -3.954 1.063 0.932
H -2.968 0.407 2.408
H -4.192 -4.228 0.933
C 0.505 5.321 0.232
O 1.221 5.178 1.448
H -0.561 5.209 0.438
H 0.689 6.311 -0.191
H 0.820 4.548 -0.475
H 2.160 5.281 1.241
Cl -1.686 -4.459 3.309
Al 0.766 -0.076 -1.302
Br -6.741 -3.329 -1.026
Cl -0.898 0.079 3.970
Cl 2.520 -2.140 -3.989
C 1.668 -2.682 -5.456
C 1.483 -1.560 -6.458
Cl 0.334 -0.325 -5.881
H 0.710 -3.110 -5.152
H 2.271 -3.478 -5.897
H 1.079 -1.958 -7.390
H 2.429 -1.063 -6.682
Cl 5.052 -2.678 2.203
Cs -3.893 2.262 2.316
*
```

---

A cluster of 5 separate species, C11H26BF3N8O4 in total. Source: the OMol25 dataset; level of theory: ωB97M-V/def2-TZVPD.

Maximum force (eV/Å): 2.07

```
! RIJCOSX wB97M-V def2-TZVPD def2/J DEFGRID3
* xyz 0 1
C -1.710 -0.654 -4.438
C -0.796 -1.530 -4.136
C -1.164 -2.829 -3.446
B -0.372 -3.202 -2.116
C 1.119 -2.787 -1.742
C 1.397 -1.257 -1.613
C 0.315 -0.467 -0.944
F -0.495 0.338 -1.658
C 0.107 -0.435 0.370
F -0.098 -1.466 1.113
F 0.070 0.742 0.989
H -2.690 -0.663 -3.966
H -1.540 0.145 -5.155
H 0.218 -1.281 -4.443
H -1.119 -3.665 -4.160
H -2.221 -2.730 -3.160
H -0.936 -3.899 -1.340
H 1.354 -3.234 -0.768
H 1.807 -3.268 -2.455
H 1.499 -0.863 -2.631
H 2.365 -1.089 -1.136
C 0.691 4.779 0.974
O 1.045 5.923 1.174
N 0.254 3.951 1.966
N 0.699 4.212 -0.276
H -0.040 3.005 1.812
H 0.230 4.323 2.898
H 1.011 4.788 -1.037
H 0.408 3.269 -0.465
C 4.721 2.460 -0.780
O 5.738 1.881 -1.111
N 4.063 3.327 -1.607
N 4.144 2.296 0.449
H 3.224 3.810 -1.348
H 4.453 3.477 -2.519
H 4.598 1.667 1.087
H 3.307 2.767 0.739
C -2.951 2.528 4.224
O -2.664 1.959 5.259
N -3.798 3.598 4.182
N -2.447 2.143 3.011
H -4.046 4.081 3.339
H -4.186 3.908 5.054
H -1.821 1.358 3.005
H -2.670 2.597 2.145
C -1.079 -5.283 1.471
O -0.366 -4.774 0.626
N -1.545 -6.562 1.362
N -1.472 -4.618 2.597
H -2.133 -7.001 2.046
H -1.276 -7.080 0.546
H -1.147 -3.675 2.709
H -2.058 -5.018 3.305
*
```

---

A structure of composition C11H26Br6O9S3. Source: the OMol25 dataset; level of theory: ωB97M-V/def2-TZVPD.

Maximum force (eV/Å): 3.14
Energy relative to the best compared isomer or geometry (same formula, charge and spin) (kcal per mole): 0.00

```
! RIJCOSX wB97M-V def2-TZVPD def2/J DEFGRID3
* xyz 0 1
O 13.267 -6.346 -28.168
S 11.809 -6.383 -28.124
O 11.038 -5.618 -29.064
O 11.349 -7.992 -28.299
C 11.979 -9.100 -27.700
C 10.970 -10.195 -27.604
C 11.170 -6.232 -26.370
H 12.324 -8.771 -26.720
H 12.825 -9.517 -28.246
H 10.848 -10.607 -28.606
H 10.030 -9.965 -27.104
H 11.254 -11.054 -26.996
H 11.586 -5.361 -25.863
H 11.566 -7.088 -25.823
H 10.086 -6.132 -26.304
O 11.701 -19.951 -24.323
S 11.821 -19.117 -23.148
O 12.554 -17.846 -23.107
O 10.238 -18.917 -22.715
C 9.957 -17.774 -21.954
C 8.726 -18.280 -21.231
C 12.356 -20.245 -21.740
H 9.893 -16.801 -22.440
H 10.620 -17.591 -21.109
H 8.919 -19.112 -20.554
H 8.067 -18.677 -22.003
H 8.119 -17.528 -20.726
H 13.368 -20.609 -21.915
H 11.644 -21.053 -21.573
H 12.401 -19.639 -20.834
O 13.156 -17.271 -33.701
S 11.781 -17.642 -33.600
O 10.994 -16.848 -32.630
O 11.186 -17.438 -35.128
C 10.905 -16.068 -35.403
C 10.486 -15.959 -36.886
C 11.469 -19.456 -33.440
H 11.809 -15.470 -35.287
H 10.082 -15.738 -34.769
H 9.514 -16.413 -37.080
H 11.263 -16.455 -37.468
H 10.628 -14.916 -37.171
H 11.837 -19.921 -34.355
H 10.425 -19.684 -33.227
H 12.105 -19.714 -32.593
C 9.095 1.682 -23.260
Br 8.455 0.887 -24.987
Br 8.709 3.607 -23.040
Br 11.084 1.447 -23.394
H 8.863 1.151 -22.337
C 16.479 -1.259 -31.895
Br 16.095 0.154 -30.605
Br 18.180 -2.154 -31.301
Br 16.821 -0.493 -33.656
H 15.676 -1.993 -31.956
*
```

---

no.,highest occupied orbital energy (eV),Kohn-Sham gap (eV),DFT total energy (eV)
1,-6.057,1.6,-181876.21474
2,-8.850,9.0,-40768.32014
3,-10.103,9.6,-483012.06184